DFT (ωB97M-V with the def2-TZVPD basis set) results for one molecule with the formula C21H22N4O4.

ΔE to the lowest compared entry with this formula, charge and spin ... 23.0094 eV
SMILES ... CN1CCN(C(=O)/C(=C/c2cccc([N+](=O)[O-])c2)NC(=O)c2ccccc2)CC1
LUMO ... -1.409 eV
Kohn-Sham gap ... 6.77 eV

Geometry (Å):
C (6.003, 1.344, -1.394)
N (5.241, 0.304, -0.949)
C (3.909, 0.394, -1.523)
C (2.913, 1.401, -0.971)
N (2.872, 1.205, 0.346)
C (1.741, 0.918, 1.301)
O (1.749, 0.718, 2.620)
C (0.424, 0.965, 0.444)
C (-0.314, 2.105, 0.322)
C (-1.601, 2.156, -0.042)
C (-2.679, 1.475, 0.338)
C (-4.017, 1.509, -0.265)
C (-4.261, 2.303, -1.077)
C (-3.303, 3.521, -1.238)
C (-2.036, 3.278, -0.948)
H (-1.356, 4.005, -0.952)
H (-3.556, 4.122, -1.830)
H (-5.335, 2.505, -1.240)
N (-4.777, 0.509, 0.108)
O (-6.079, 0.685, 0.075)
O (-4.505, -0.645, 0.544)
H (-2.533, 0.576, 1.175)
H (0.244, 3.123, 0.680)
N (-0.091, -0.265, 0.434)
C (0.729, -1.291, 0.046)
O (2.010, -1.420, 0.487)
C (-0.013, -2.892, -0.005)
C (0.738, -3.626, -0.535)
C (-0.011, -5.018, -0.680)
C (-1.259, -5.153, -0.499)
C (-2.005, -3.941, -0.103)
C (-1.421, -2.876, 0.104)
H (-1.948, -2.016, 0.684)
H (-3.095, -4.281, 0.114)
H (-1.822, -6.113, -0.788)
H (0.679, -5.609, -1.147)
H (1.789, -3.662, -0.832)
H (-0.979, -0.367, 0.190)
C (4.151, 1.454, 1.109)
C (4.902, 0.402, 0.598)
H (4.634, -0.754, 0.940)
H (5.890, 0.383, 1.150)
H (4.528, 2.342, 0.919)
H (4.003, 1.142, 2.196)
H (1.737, 1.392, -1.400)
H (3.407, 2.345, -1.267)
H (3.889, 0.263, -2.542)
H (3.429, -0.800, -1.182)
H (6.978, 1.294, -1.173)
H (5.503, 2.439, -1.209)
H (6.031, 1.276, -2.608)

Löwdin population analysis, charges in e, atoms 1 to 8: atom 1 (C): -0.171, atom 2 (N): -0.186, atom 3 (C): -0.215, atom 4 (C): -0.226, atom 5 (N): -0.085, atom 6 (C): -0.195, atom 7 (O): -0.005, atom 8 (C): -0.198


DFT (ωB97M-V with the def2-TZVPD basis set) results for one molecule with the formula C21H22N4O4S2.

ΔE to the lowest compared entry with this formula, charge and spin ... 1.5582 eV
SMILES ... Cc1cccc(Cc2nnc(NC(=O)c3cccc(S(=O)(=O)N4CCOCC4)c3)s2)c1
LUMO ... -0.065 eV
Kohn-Sham gap ... 9.09 eV

Geometry (Å):
C (-3.844, -1.491, 2.370)
C (-3.445, -1.314, 0.937)
C (-2.418, -2.068, 0.387)
C (-2.044, -1.907, -0.941)
C (-2.712, -0.982, -1.730)
C (-3.745, -0.232, -1.193)
C (-4.107, -0.395, 0.130)
H (-4.908, 0.198, 0.544)
H (-4.263, 0.488, -1.807)
H (-2.433, -0.854, -2.767)
C (-0.936, -2.758, -1.526)
C (0.258, -2.796, -0.649)
N (0.394, -3.574, 0.358)
N (1.539, -3.456, 1.008)
C (2.328, -2.561, 0.516)
N (3.589, -2.390, 1.012)
C (4.573, -1.474, 0.709)
O (5.717, -1.687, 1.031)
C (4.133, -0.221, 0.038)
C (4.834, 0.264, -1.063)
C (4.471, 1.464, -1.650)
C (3.412, 2.196, -1.134)
C (2.738, 1.717, -0.027)
C (3.083, 0.523, 0.568)
H (2.541, 0.203, 1.445)
S (1.338, 2.596, 0.662)
O (1.172, 3.828, -0.059)
O (1.468, 2.647, 2.087)
N (0.147, 1.468, 0.300)
C (-0.917, 1.325, 1.277)
H (-0.461, 1.396, 2.264)
C (-1.967, 2.422, 1.090)
H (-2.827, 2.255, 1.740)
O (-2.469, 2.425, -0.228)
C (-1.440, 2.638, -1.170)
H (-1.916, 2.604, -2.151)
C (-0.356, 1.561, -1.056)
H (0.485, 1.795, -1.710)
H (-0.772, 0.584, -1.322)
H (-0.979, 3.623, -1.013)
H (-1.508, 3.395, 1.322)
H (-1.369, 0.339, 1.138)
H (3.106, 3.138, -1.561)
H (5.016, 1.831, -2.506)
H (5.662, -0.311, -1.449)
H (3.889, -3.151, 1.616)
S (1.657, -1.737, -0.890)
H (-0.659, -2.382, -2.511)
H (-1.303, -3.784, -1.629)
H (-1.895, -2.794, 0.993)
H (-4.822, -1.967, 2.430)
H (-3.913, -0.526, 2.870)
H (-3.126, -2.112, 2.901)

Löwdin population analysis, charges in e, atoms 1 to 8: atom 1 (C): -0.042, atom 2 (C): -0.284, atom 3 (C): -0.008, atom 4 (C): -0.230, atom 5 (C): -0.066, atom 6 (C): -0.074, atom 7 (C): -0.052, atom 8 (H): 0.118


DFT (ωB97M-V with the def2-TZVPD basis set) results for one molecule with the formula C21H22N4O5S.

ΔE to the lowest compared entry with this formula, charge and spin ... 0.9241 eV
SMILES ... COc1ccccc1OCC(=O)Nc1ccc(S(=O)(=O)Nc2cc(C)nc(C)n2)cc1
LUMO ... 0.365 eV
Kohn-Sham gap ... 9.08 eV

Geometry (Å):
C (-4.204, -0.261, -3.151)
H (-4.592, 0.709, -3.479)
H (-3.219, -0.419, -3.587)
H (-4.879, -1.055, -3.487)
O (-4.016, -0.297, -1.757)
C (-5.110, -0.124, -0.957)
C (-6.405, 0.087, -1.396)
C (-7.437, 0.246, -0.481)
C (-7.183, 0.196, 0.872)
C (-5.888, -0.014, 1.330)
C (-4.854, -0.175, 0.429)
O (-3.539, -0.386, 0.756)
C (-3.179, -0.548, 2.104)
H (-3.342, 0.372, 2.682)
H (-3.751, -1.357, 2.581)
C (-1.693, -0.910, 2.205)
O (-1.167, -1.093, 3.278)
N (-1.094, -0.992, 0.991)
C (0.219, -1.321, 0.680)
C (1.164, -1.651, 1.653)
C (2.451, -1.979, 1.273)
C (2.796, -1.976, -0.065)
C (1.871, -1.652, -1.040)
C (0.582, -1.325, -0.670)
H (-0.154, -1.074, -1.419)
H (2.175, -1.672, -2.075)
S (4.474, -2.367, -0.527)
O (4.916, -3.557, 0.130)
O (4.611, -2.267, -1.947)
N (5.347, -1.124, 0.208)
C (4.976, 0.193, 0.097)
N (5.266, 0.986, 1.125)
C (4.912, 2.261, 1.024)
N (4.270, 2.797, 0.000)
C (3.980, 2.011, -1.035)
C (4.327, 0.669, -1.041)
H (4.135, 0.021, -1.877)
C (3.252, 2.638, -2.180)
H (2.208, 2.328, -2.162)
H (3.298, 3.719, -2.094)
H (3.685, 2.320, -3.125)
C (5.270, 3.159, 2.162)
H (5.206, 2.615, 3.099)
H (6.296, 3.501, 2.035)
H (4.613, 4.023, 2.170)
H (5.791, -1.368, 1.080)
H (3.191, -2.251, 2.008)
H (0.878, -1.648, 2.692)
H (-1.705, -0.797, 0.203)
H (-5.700, -0.047, 2.391)
H (-7.983, 0.320, 1.584)
H (-8.441, 0.408, -0.841)
H (-6.626, 0.128, -2.450)

Löwdin population analysis, charges in e, atoms 1 to 8: atom 1 (C): -0.081, atom 2 (H): 0.098, atom 3 (H): 0.093, atom 4 (H): 0.098, atom 5 (O): -0.076, atom 6 (C): -0.199, atom 7 (C): -0.020, atom 8 (C): -0.090


DFT (ωB97M-V with the def2-TZVPD basis set) results for C21H22N4OPt as an isolated structure.

LUMO (spin up / spin down) ... -0.166 / -0.166 eV
Kohn-Sham gap (spin up / spin down) ... 6.41 / 6.41 eV

Geometry (Å):
Pt (0.110, 0.252, -0.009)
O (3.887, -0.190, -1.338)
C (2.664, -0.111, -1.200)
N (2.021, -0.146, -0.006)
C (2.703, -0.058, 1.247)
C (1.689, 0.004, 2.354)
C (2.070, -0.112, 3.672)
C (1.134, 0.031, 4.694)
C (-0.188, 0.300, 4.324)
C (-0.514, 0.395, 2.996)
N (0.386, 0.237, 1.993)
C (1.708, -0.002, -2.309)
C (2.140, -0.112, -3.624)
C (1.251, 0.029, -4.665)
C (-0.094, 0.304, -4.340)
C (-0.472, 0.406, -3.027)
N (0.378, 0.242, -1.994)
H (3.327, 0.851, 1.284)
H (3.382, -0.914, 1.374)
H (3.105, -0.312, 3.902)
H (1.421, -0.055, 5.730)
H (-0.951, 0.429, 5.077)
H (-1.524, 0.633, 2.694)
H (3.191, -0.306, -3.779)
H (1.568, -0.049, -5.693)
H (-0.824, 0.434, -5.121)
H (-1.499, 0.636, -2.767)
C (-1.279, -2.719, -0.881)
N (-1.686, -1.641, 0.007)
C (-1.954, -2.168, 1.337)
C (-2.865, -0.921, -0.486)
C (-2.896, 0.473, 0.091)
C (-4.070, 1.050, 0.557)
C (-4.072, 2.344, 1.052)
C (-2.901, 3.079, 1.060)
C (-1.725, 2.498, 0.611)
C (-1.690, 1.189, 0.145)
H (-2.088, -3.452, -1.020)
H (-0.421, -3.231, -0.447)
H (-0.992, -2.314, -1.852)
H (-2.691, -2.985, 1.296)
H (-2.355, -1.377, 1.967)
H (-1.034, -2.540, 1.784)
H (-3.789, -1.470, -0.249)
H (-2.800, -0.852, -1.577)
H (-4.993, 0.482, 0.545)
H (-4.985, 2.773, 1.436)
H (-2.898, 4.093, 1.430)
H (-0.810, 3.078, 0.634)

Löwdin population analysis, charges in e, atoms 1 to 8: atom 1 (Pt): 1.213, atom 2 (O): 0.019, atom 3 (C): -0.515, atom 4 (N): -0.182, atom 5 (C): -0.165, atom 6 (C): -0.224, atom 7 (C): -0.020, atom 8 (C): -0.035


| no. | calculated total energy (Ha) |
| --- | --- |
| 1 | -1332.67328 |
| 2 | -2129.78657 |
| 3 | -1806.87294 |
| 4 | -1227.01974 |